# 1
Below is C15H39AsNO6RuSSi3 as an isolated structure, with properties calculated with ωB97M-V/def2-TZVPD.

CARTESIAN COORDINATES (ANGSTROEM)
Ru 0.341 0.397 1.886
O -0.359 4.380 1.186
S -0.011 3.049 1.615
O 0.486 2.908 2.987
O 1.081 2.425 0.735
O -1.166 2.076 1.471
N 0.534 -4.370 1.384
C 0.314 -3.112 1.879
O -0.791 -2.603 1.816
C 1.498 -2.439 2.529
C 1.810 -1.086 1.890
H -0.192 -4.763 0.809
H 1.477 -4.681 1.229
H 2.359 -3.117 2.525
H 1.207 -2.261 3.569
H 2.180 -1.216 0.867
H 2.629 -0.623 2.454
C 1.934 0.923 4.770
O 0.564 0.608 4.898
C 0.006 -0.105 3.874
C -1.458 -0.301 4.142
H 2.215 1.468 5.670
H 2.108 1.565 3.905
H 2.536 0.011 4.695
H -1.608 -0.634 5.174
H -1.875 -1.045 3.463
H -2.010 0.640 4.008
C -1.476 -2.942 -1.444
Si -0.116 -1.791 -2.055
C -0.336 -1.662 -3.922
C 1.573 -2.581 -1.785
As -0.234 0.171 -0.760
Si 1.374 1.778 -1.529
C 3.066 1.332 -0.832
C 0.954 3.589 -1.800
C 1.640 1.242 -3.354
Si -2.399 1.051 -1.148
C -3.142 0.356 -2.740
C -3.477 0.493 0.277
C -2.405 2.905 -1.374
H -1.270 -3.966 -1.774
H -2.439 -2.654 -1.871
H -1.568 -2.926 -0.357
H -0.146 -2.664 -4.327
H 0.361 -0.974 -4.399
H -1.351 -1.386 -4.203
H 1.570 -3.597 -2.192
H 1.844 -2.635 -0.731
H 2.351 -2.016 -2.304
H 3.131 1.379 0.251
H 3.797 2.031 -1.253
H 3.345 0.331 -1.173
H 0.313 4.048 -1.053
H 0.547 3.743 -2.802
H 1.920 4.106 -1.754
H 2.026 0.223 -3.452
H 2.375 1.915 -3.812
H 0.721 1.319 -3.943
H -3.302 -0.721 -2.706
H -2.523 0.589 -3.609
H -4.118 0.830 -2.892
H -3.476 -0.597 0.358
H -4.509 0.821 0.118
H -3.113 0.914 1.216
H -1.957 3.180 -2.332
H -1.905 3.448 -0.572
H -3.455 3.222 -1.400

Computed properties:
* 2S+1: 5
* total charge: -1
* E_HOMO (spin up / spin down): -2.977 / -5.380 eV
* relative energy (zero: lowest compared OMol25 entry of this formula, charge and spin): 33.1 kcal per mole
* Kohn-Sham gap (spin up / spin down): 5.61 / 7.90 eV

---

# 2
Below is a 8-piece molecular cluster, C41H55BN8O overall at a distorted geometry, with properties calculated with ωB97M-V/def2-TZVPD.

CARTESIAN COORDINATES (ANGSTROEM)
C 0.346 -0.165 3.919
C -0.373 0.432 2.705
C -1.641 -0.284 2.263
N 0.111 1.480 2.165
B -0.534 1.884 0.921
C 0.203 2.007 -0.465
C 1.551 1.243 -0.591
C 2.708 2.201 -1.016
O 1.431 0.228 -1.585
C 1.717 -1.076 -1.141
C 0.489 -1.993 -1.188
C 0.527 -3.276 -0.632
C -0.577 -4.127 -0.719
C -1.712 -3.650 -1.384
C -1.768 -2.361 -1.907
C -0.660 -1.516 -1.813
H 0.200 -1.242 3.952
H 1.402 0.056 3.779
H -0.043 0.325 4.812
H -2.520 0.358 2.325
H -1.555 -0.724 1.267
H -1.827 -1.120 2.940
H -1.693 2.196 0.971
H 0.380 3.080 -0.621
H -0.473 1.710 -1.270
H 1.806 0.851 0.396
H 3.446 2.231 -0.214
H 3.194 1.822 -1.914
H 2.330 3.194 -1.250
H 2.219 -1.115 -0.174
H 2.423 -1.509 -1.863
H 1.413 -3.632 -0.123
H -0.562 -5.130 -0.319
H -2.587 -4.278 -1.510
H -2.670 -2.023 -2.400
H -0.723 -0.524 -2.230
C -3.073 -7.296 -1.241
C -3.239 -8.667 -0.903
C -2.300 -9.378 -1.601
N -1.581 -8.489 -2.358
C -2.042 -7.219 -2.140
H -3.645 -6.464 -0.866
H -3.960 -9.082 -0.220
H -2.081 -10.431 -1.626
H -0.828 -8.731 -2.975
H -1.595 -6.377 -2.641
C -7.372 -3.304 -1.502
C -7.336 -1.884 -1.469
C -6.027 -1.513 -1.318
N -5.272 -2.652 -1.254
C -6.083 -3.747 -1.369
H -8.244 -3.927 -1.611
H -8.175 -1.214 -1.549
H -5.569 -0.541 -1.249
H -4.275 -2.680 -1.140
H -5.676 -4.744 -1.347
C 3.455 -7.436 0.223
C 2.661 -7.087 1.348
C 1.351 -7.290 1.002
N 1.324 -7.745 -0.287
C 2.601 -7.840 -0.769
H 4.529 -7.396 0.150
H 3.010 -6.728 2.303
H 0.440 -7.152 1.559
H 0.489 -7.973 -0.800
H 2.792 -8.185 -1.771
C 3.652 5.389 2.215
C 4.664 4.394 2.167
C 4.052 3.184 2.374
N 2.716 3.410 2.547
C 2.463 4.748 2.450
H 3.781 6.451 2.089
H 5.717 4.548 1.999
H 4.453 2.185 2.411
H 2.021 2.698 2.717
H 1.462 5.128 2.554
C 2.023 6.824 -0.811
C 2.207 7.966 -1.635
C 1.216 8.859 -1.326
N 0.436 8.296 -0.348
C 0.925 7.059 -0.027
H 2.628 5.933 -0.793
H 2.981 8.116 -2.369
H 1.001 9.841 -1.715
H -0.369 8.724 0.073
H 0.451 6.456 0.727
C 3.295 -3.176 2.098
C 3.420 -1.767 2.148
C 4.746 -1.479 2.339
N 5.422 -2.668 2.412
C 4.544 -3.708 2.259
H 2.386 -3.736 1.957
H 2.621 -1.050 2.050
H 5.264 -0.539 2.430
H 6.410 -2.762 2.551
H 4.882 -4.730 2.276
C -3.842 11.218 -1.276
C -4.279 10.097 -2.032
C -3.190 9.293 -2.240
N -2.112 9.887 -1.642
C -2.501 11.059 -1.050
H -4.443 12.045 -0.938
H -5.279 9.903 -2.382
H -3.088 8.356 -2.759
H -1.178 9.519 -1.642
H -1.793 11.675 -0.522

Computed properties:
* total charge: 0
* E_HOMO: -8.108 eV
* SMILES: CC(C)=NBC[C@H](C)OCc1ccccc1.c1cc[nH]c1.c1cc[nH]c1.c1cc[nH]c1.c1cc[nH]c1.c1cc[nH]c1.c1cc[nH]c1.c1cc[nH]c1
* Kohn-Sham gap: 8.60 eV

---

# 3
Below is C31H19BrF6N6O7S2Ta as an isolated structure at a distorted geometry, with properties calculated with ωB97M-V/def2-TZVPD.

CARTESIAN COORDINATES (ANGSTROEM)
Ta -0.889 1.145 0.374
O -2.768 0.663 0.388
C -3.672 0.059 1.164
C -4.901 -0.322 0.628
C -5.823 -0.971 1.421
C -5.549 -1.254 2.766
C -4.350 -0.858 3.302
C -3.391 -0.198 2.512
C -2.200 0.301 3.129
N -1.249 0.904 2.495
N -0.297 1.522 3.300
C 0.323 2.410 2.606
O -0.029 2.583 1.321
C 1.389 3.246 3.157
C 2.031 4.166 2.333
C 3.044 4.958 2.849
C 3.413 4.829 4.180
C 2.772 3.908 5.002
C 1.760 3.115 4.496
H -5.108 -0.094 -0.411
H -6.774 -1.262 0.995
H -6.283 -1.763 3.374
H -4.126 -1.041 4.346
H -2.104 0.260 4.211
H 1.737 4.255 1.296
H 3.545 5.675 2.213
H 4.203 5.450 4.581
H 3.063 3.813 6.039
H 1.249 2.395 5.120
Br 4.212 -1.599 -5.691
C 3.740 -2.788 -4.303
C 2.399 -3.008 -4.022
C 2.057 -3.856 -2.983
C 3.051 -4.481 -2.239
C 4.384 -4.309 -2.569
C 4.734 -3.439 -3.592
N 2.714 -5.401 -1.175
N 2.100 -5.000 -0.182
C 1.835 -3.601 -0.005
C 2.838 -2.698 0.230
C 2.565 -1.332 0.449
C 1.268 -0.913 0.436
O 0.849 0.360 0.563
C 0.228 -1.820 0.219
N -1.009 -1.250 0.160
C -2.023 -2.056 -0.100
C -1.878 -3.444 -0.265
C -0.635 -4.012 -0.205
C 0.481 -3.181 0.021
H 1.632 -2.525 -4.611
H 1.015 -4.046 -2.761
H 5.147 -4.841 -2.017
H 5.773 -3.277 -3.840
H 3.864 -3.040 0.222
H 3.364 -0.621 0.605
H -2.996 -1.613 -0.205
H -2.758 -4.042 -0.453
H -0.497 -5.077 -0.340
F -3.369 1.946 -2.543
C -3.341 3.277 -2.530
F -4.392 3.735 -1.871
F -3.342 3.731 -3.769
S -1.803 3.840 -1.672
O -1.782 2.976 -0.456
O -1.900 5.231 -1.455
N -0.659 3.429 -2.675
S 0.192 2.144 -2.423
O 1.460 2.347 -1.804
O -0.636 1.071 -1.777
C 0.475 1.452 -4.107
F -0.691 1.258 -4.703
F 1.099 0.294 -3.948
F 1.217 2.284 -4.803

Computed properties:
* total charge: +1
* E_HOMO: -10.845 eV
* relative energy (zero: lowest compared OMol25 entry of this formula, charge and spin): 1.8 kcal per mole
* Kohn-Sham gap: 6.70 eV

---

# 4
Below is one molecule with the formula C8H20N3OP at a distorted geometry, with properties calculated with ωB97M-V/def2-TZVPD.

CARTESIAN COORDINATES (ANGSTROEM)
C 2.794 -2.500 2.201
C 3.068 -0.955 2.027
C 1.828 -0.069 1.781
N 1.582 -0.173 0.419
P 0.225 0.627 -0.252
O 0.216 2.096 0.224
N -1.220 0.061 0.378
C -2.216 -0.793 -0.423
C -3.609 -0.264 -0.170
C -4.038 1.012 -0.818
N 0.539 0.333 -1.954
C 1.789 1.119 -2.254
C 0.409 1.652 -2.625
H 2.986 -2.661 3.285
H 3.529 -3.000 1.611
H 1.752 -2.899 2.023
H 3.723 -0.574 2.854
H 3.643 -0.764 1.123
H 0.991 -0.416 2.369
H 1.912 0.959 2.149
H 1.607 -1.118 0.038
H -1.692 0.878 0.751
H -2.156 -1.736 -0.033
H -1.977 -0.774 -1.527
H -3.780 -0.099 0.880
H -4.288 -1.006 -0.541
H -4.863 1.509 -0.359
H -4.438 0.852 -1.776
H -3.187 1.681 -0.831
H 2.334 1.829 -1.540
H 2.419 0.932 -3.131
H 0.247 1.809 -3.675
H -0.129 2.452 -2.206

Computed properties:
* total charge: 0
* E_HOMO: -9.184 eV
* SMILES: CCCNP(=O)(NCCC)N1CC1
* Kohn-Sham gap: 10.16 eV